No. 1
ORCA calculation (ωB97M-V/def2-TZVPD) on a single C29H55NO6S molecule in a non-equilibrium geometry.

Structure (XYZ):
```
92
Properties=species:S:1:pos:R:3:mulliken_charge:R:1
C -4.2834 -1.8587 0.9223 -1.66
C -2.7786 -1.6094 0.9353 -0.49
C -2.4039 -0.2276 0.3480 -0.06
C -1.7384 -0.2866 -1.0381 -1.07
C -0.2070 -0.1831 -1.1529 2.10
C 0.5366 -0.1446 0.1900 -0.50
C 0.4622 -1.4428 1.0148 -0.24
C 1.8077 -1.8172 1.6574 -1.46
C 1.9384 -1.2322 3.0705 0.17
C 3.3659 -1.0481 3.5749 -0.97
O 3.8528 -2.1844 4.2690 -0.43
C 4.7406 -3.0243 3.5530 -0.15
C 4.0728 -4.3037 3.0312 -1.04
O 0.3429 -1.3853 -1.8346 -0.45
S 1.7791 -1.0543 -2.4175 1.33
O 2.7768 -1.4576 -1.4849 -0.64
O 1.9065 -1.5323 -3.7480 -0.71
O 1.6495 0.5209 -2.3851 -0.47
C 0.2602 0.9354 -2.1179 1.68
C -0.4018 1.1014 -3.5276 -1.77
C -1.4672 0.1556 -4.1138 -1.01
C -1.0110 -1.2066 -4.6465 0.47
C -2.0269 -1.7363 -5.6656 -1.24
N -3.1874 -2.3327 -4.9707 -0.19
C -3.0129 -3.7289 -4.6682 0.36
C -2.9507 -4.0769 -3.2066 -0.45
O -2.9207 -4.5663 -5.5269 -0.55
C 0.2687 2.2799 -1.3600 -1.02
C 1.6429 2.8174 -0.9569 -0.65
C 1.5486 4.2605 -0.4299 0.37
C 2.8907 4.7408 0.1259 -1.75
C 0.3994 4.4565 0.5698 -1.30
C 0.4332 3.4688 1.7475 0.42
C -0.9206 3.0442 2.2617 -0.40
C -1.0897 2.7167 3.5768 0.41
C -0.7756 3.7158 4.6732 -1.69
C -1.5553 1.3429 4.0098 -0.96
H -4.8160 -1.0387 1.4064 0.40
H -4.5286 -2.7645 1.4799 0.45
H -4.6711 -1.9902 -0.0901 0.33
H -2.2506 -2.4076 0.4112 0.29
H -2.4494 -1.6593 1.9757 0.34
H -3.3588 0.2804 0.1883 0.95
H -1.8621 0.3847 1.0673 -1.14
H -2.1364 0.5421 -1.6190 0.47
H -2.0506 -1.2120 -1.5251 0.05
H 1.5856 0.0963 0.0303 1.58
H 0.1404 0.6656 0.8025 -1.01
H 0.0476 -2.2847 0.4641 0.43
H -0.2271 -1.2658 1.8449 0.06
H 2.6449 -1.5249 1.0227 0.43
H 1.8381 -2.9065 1.7399 0.30
H 1.4506 -0.2476 3.0723 -0.03
H 1.3676 -1.8375 3.7780 0.34
H 4.0227 -0.7754 2.7424 0.39
H 3.3730 -0.2267 4.2959 0.33
H 5.5257 -3.3089 4.2572 0.39
H 5.2387 -2.4899 2.7390 0.20
H 4.7084 -5.1624 3.2536 0.37
H 3.9323 -4.2803 1.9512 0.25
H 3.1267 -4.4707 3.5433 0.26
H -0.8301 2.1020 -3.5752 0.41
H 0.4258 1.1145 -4.2396 0.52
H -2.3221 0.0034 -3.4618 -0.14
H -1.8679 0.6859 -4.9841 0.76
H -0.9685 -1.9576 -3.8612 -0.21
H -0.0615 -1.0966 -5.1678 0.34
H -2.3713 -0.9490 -6.3362 0.52
H -1.5441 -2.4980 -6.2874 0.34
H -4.0368 -2.2098 -5.5074 0.31
H -3.9483 -4.0324 -2.7648 0.29
H -2.5434 -5.0760 -3.0727 0.34
H -2.3269 -3.3670 -2.6618 -0.13
H -0.3866 2.2005 -0.4912 -0.68
H -0.1732 3.0575 -1.9852 1.06
H 2.1395 2.1851 -0.2195 -0.11
H 2.2875 2.8446 -1.8370 0.70
H 1.3237 4.8835 -1.3043 0.44
H 3.5836 5.0241 -0.6652 0.41
H 3.3410 4.0035 0.7930 0.35
H 2.7287 5.6411 0.7249 0.43
H -0.5582 4.4161 0.0453 0.34
H 0.4777 5.4698 0.9728 0.58
H 1.0377 3.8721 2.5665 0.64
H 0.9067 2.5332 1.4370 -0.27
H -1.7387 3.0798 1.5397 0.31
H -1.5573 3.5927 5.4238 0.51
H 0.1816 3.5289 5.1775 0.29
H -0.7631 4.7261 4.2777 0.35
H -1.3475 1.2087 5.0709 0.49
H -2.6349 1.2002 3.8590 0.30
H -1.0492 0.5806 3.4224 0.08
```

**Charge**: 0



No. 2
ORCA calculation (ωB97M-V/def2-TZVPD) on a single C3H9N3O molecule in a non-equilibrium geometry.

Structure (XYZ):
```
16
Properties=species:S:1:pos:R:3:mulliken_charge:R:1
O 1.0308 0.2952 -1.3702 -0.60
C 0.7731 -0.0095 -0.2313 0.59
N -0.4531 -0.4891 0.2249 -0.18
C -1.4397 -0.7442 -0.7782 -0.60
N -2.8792 -0.4315 -0.5942 -0.64
C 1.8221 0.0859 0.9066 -0.58
N 1.5052 1.3344 1.5961 -0.52
H -0.3564 -0.9560 1.1115 0.26
H -1.0675 -0.3875 -1.7448 0.38
H -1.4058 -1.8374 -0.8468 0.32
H -3.3402 -0.8840 -1.3844 0.27
H -2.9961 0.5549 -0.8606 0.29
H 2.8855 -0.1192 0.6403 0.38
H 1.5651 -0.7198 1.5929 0.24
H 0.7106 1.3283 2.2136 0.20
H 2.2928 1.7842 2.0287 0.20
```

**Structure (SMILES)**: NCNC(=O)CN
**Charge**: 0



No. 3
ORCA calculation (ωB97M-V/def2-TZVPD) on 2 unconnected molecules or ions with the total composition C6H12N in a non-equilibrium geometry.

Structure (XYZ):
```
19
Properties=species:S:1:pos:R:3:mulliken_charge:R:1
C -2.0773 -1.3692 0.0786 -0.22
C -2.0078 -1.2034 -1.0860 -0.50
C 1.1047 -1.3313 -0.5977 -1.05
C 0.9318 0.0080 1.6580 -1.52
C -0.1168 2.1946 -0.2233 -0.73
C 0.8307 -0.0965 0.1056 0.94
N 0.4230 0.9342 -0.6214 -0.15
H -2.3777 -1.6217 1.0149 0.48
H 0.1107 -1.6861 -0.6346 0.27
H 1.3681 -1.1823 -1.6368 0.39
H 1.6691 -2.1713 -0.0908 0.37
H 1.2796 0.9566 1.9408 0.48
H -0.0938 -0.0057 2.0746 0.37
H 1.3808 -0.8887 1.9397 0.38
H 0.1618 2.9584 -0.9588 0.31
H -1.8183 -0.6029 -1.9967 0.31
H -1.2475 2.0815 -0.1879 0.32
H 0.2152 0.6627 -1.6023 0.30
H 0.2636 2.3632 0.8242 0.23
```

**Charge**: +1



No. 4
ORCA calculation (ωB97M-V/def2-TZVPD) on a molecular structure, C6H15F10Li4N5O24PS10 in a non-equilibrium geometry.

Structure (XYZ):
```
75
Properties=species:S:1:pos:R:3:mulliken_charge:R:1
Li -4.0646 -1.7479 2.1383 0.98
Li 5.5114 2.9702 0.8162 0.99
Li -1.4237 -0.9830 -2.0545 0.99
Li 2.3695 -2.5592 7.7605 1.00
N 5.3428 0.0622 7.7004 -0.29
S 6.6488 0.3062 6.5735 1.03
O 7.9576 0.7040 7.0398 -0.52
O 6.2636 0.6497 5.2155 -0.55
F 6.7626 -1.2784 6.4169 -0.28
S 5.3801 1.5830 8.0322 1.06
O 4.7780 2.4679 7.0470 -0.57
O 6.4724 2.1215 8.8625 -0.56
F 4.2286 1.3888 9.1341 -0.32
N -4.4968 -3.5392 5.6002 -0.29
S -3.8544 -3.1348 7.1729 1.02
O -2.3769 -2.9525 7.3512 -0.53
O -4.5529 -3.5652 8.3884 -0.55
F -4.4193 -1.6291 7.0788 -0.28
S -4.0430 -5.0064 5.8073 1.06
O -5.0716 -5.9521 6.1901 -0.58
O -2.6530 -5.3728 6.0699 -0.52
F -4.0370 -5.2083 4.2286 -0.32
N 5.6074 1.5393 -2.8898 -0.32
S 4.3363 1.2228 -3.7378 1.05
O 3.2876 0.4519 -3.0677 -0.57
O 4.5262 1.1737 -5.1886 -0.56
F 3.7507 2.7117 -3.5824 -0.29
S 6.6054 0.3213 -3.5555 1.09
O 7.7083 0.8456 -4.3739 -0.58
O 6.1114 -0.9939 -3.8482 -0.51
F 7.3930 -0.0856 -2.1995 -0.29
N 1.7265 -13.1508 1.5884 -0.30
S 1.2378 -12.1293 0.5632 1.11
O 0.5978 -12.6487 -0.6640 -0.59
O 1.9328 -10.8463 0.3713 -0.61
F -0.0490 -11.5832 1.4486 -0.33
S 2.6234 -14.0831 0.4501 1.08
O 3.5528 -13.3634 -0.4404 -0.55
O 1.9707 -15.3060 -0.0151 -0.58
F 3.5164 -14.7576 1.5510 -0.24
N -0.1739 -1.2294 1.6380 -0.36
S 1.0713 -2.0842 1.9700 1.06
O 1.3978 -2.3976 3.3918 -0.55
O 2.1788 -1.9203 1.0494 -0.51
F 0.3742 -3.5229 1.5372 -0.32
S 0.5521 0.1022 2.4195 1.04
O 1.7843 0.7149 1.9323 -0.51
O 0.1063 0.3022 3.7792 -0.53
F -0.5036 1.0527 1.7238 -0.29
C -1.6877 7.8286 -5.8435 -1.08
C -2.2060 6.5213 -6.3763 -0.07
O -2.1725 5.3731 -5.5255 -0.26
P -3.3236 4.8448 -4.5317 0.80
O -3.0383 3.5597 -3.7432 -0.72
O -4.6472 4.8649 -5.4973 -0.25
C -4.9706 3.9724 -6.5211 -0.12
C -6.4702 3.7232 -6.4772 -1.28
O -3.6713 6.1964 -3.6605 -0.25
C -2.8420 6.6539 -2.5846 -0.08
C -3.6936 6.8457 -1.3366 -1.30
H -0.6880 7.6897 -5.4321 0.32
H -1.7898 8.6730 -6.5252 0.36
H -2.2139 8.1520 -4.9453 0.18
H -3.2143 6.6226 -6.7776 0.25
H -1.4786 6.2971 -7.1565 0.29
H -4.6012 4.4379 -7.4349 0.25
H -4.4373 3.0253 -6.4400 0.34
H -6.8736 3.1185 -7.2894 0.40
H -6.6659 3.1260 -5.5866 0.30
H -7.1153 4.6016 -6.4615 0.32
H -2.1222 5.8810 -2.3150 0.33
H -2.2889 7.5669 -2.8048 0.26
H -4.3769 7.6594 -1.5799 0.30
H -4.2080 5.9105 -1.1156 0.31
H -3.1485 7.1941 -0.4593 0.39
```

**Charge**: -1



What HOMO level values result from the calculations? In sequence: -7.71, -8.96, -14.81, -6.35 eV.
What electronic energy values result from the calculations? In sequence: -55572.294, -9774.191, -7896.903, -208681.657 eV.